[1]
DFT (wB97M-V/def2-TZVPD) results for one molecule with the formula C4H6O2 in a non-equilibrium geometry.

```
12
Properties=species:S:1:pos:R:3
O 2.360 -0.567 0.029
C 1.648 0.206 0.754
C 0.338 0.649 0.082
C -0.403 -0.414 -0.758
C -1.570 -0.106 0.194
O -0.785 0.845 0.936
H 2.709 -0.029 1.186
H 0.604 1.560 -0.481
H 0.018 -1.419 -0.694
H -0.571 -0.157 -1.807
H -1.903 -0.936 0.828
H -2.443 0.368 -0.270
```

Values from the calculation:
Highest occupied orbital energy ... -0.32942 Ha
Molecular weight ... 86.1 g mol⁻¹
Net charge ... 0
Energy above the lowest of the compared OMol25 structures with the same formula, charge and spin ... 119.4 kcal/mol
E ... -8335.2836 eV

Results of the natural (NBO) charge analysis, in e, for atoms 1 through 8: atom 1 (O): -0.61, atom 2 (C): 0.20, atom 3 (C): 0.02, atom 4 (C): -0.45, atom 5 (C): -0.06, atom 6 (O): -0.52, atom 7 (H): 0.41, atom 8 (H): 0.20

---

[2]
DFT (wB97M-V/def2-TZVPD) results for C28H30AlBCl3N3O3S3Se2 as an isolated structure.

```
74
Properties=species:S:1:pos:R:3
Al 0.098 1.789 0.812
S 1.450 0.950 2.429
C 3.054 1.128 1.721
C 4.118 0.405 2.267
C 5.414 0.541 1.792
C 5.664 1.394 0.723
C 4.615 2.104 0.155
C 3.307 2.008 0.643
S 2.026 2.989 -0.033
H 3.912 -0.264 3.094
H 6.220 -0.023 2.249
H 6.670 1.513 0.337
H 4.803 2.785 -0.667
O -4.765 4.136 2.721
C -4.123 3.254 3.652
C -4.782 1.883 3.812
C -6.216 2.105 4.431
O -6.094 2.247 5.810
C -5.023 1.204 2.461
Se -3.759 1.405 0.969
C -3.994 1.088 4.850
Se -1.758 0.416 1.683
H -4.447 3.886 1.844
H -4.158 3.752 4.622
H -3.072 3.121 3.371
H -6.843 1.230 4.168
H -6.682 2.989 3.976
H -5.126 1.748 5.889
H -5.917 1.610 1.965
H -5.181 0.137 2.614
H -4.122 0.008 4.679
H -2.922 1.301 4.770
B -2.612 4.864 -1.108
C -1.665 3.994 -0.195
N -0.921 3.351 0.414
H -3.024 4.099 -1.962
H -1.920 5.738 -1.590
H -3.510 5.304 -0.431
Cl 6.123 -3.615 0.712
C 5.015 -3.131 -0.536
C 4.754 -1.791 -0.743
C 3.854 -1.441 -1.738
C 3.184 -2.382 -2.515
C 2.163 -1.996 -3.579
C 1.919 -0.489 -3.758
N 0.991 0.104 -2.812
C -0.282 0.552 -3.121
C -0.839 0.977 -1.958
N 0.076 0.795 -0.949
C 1.153 0.281 -1.488
O 0.937 -2.698 -3.483
C 0.252 -2.713 -2.231
C -0.542 -3.978 -2.119
C -1.301 -4.258 -1.024
Cl -1.490 -3.229 0.328
S -2.139 -5.747 -1.163
C -1.476 -6.015 -2.720
C -0.655 -5.002 -3.105
C 3.536 -3.718 -2.313
Cl 2.936 -4.986 -3.344
C 4.429 -4.103 -1.328
H 5.214 -1.027 -0.132
H 3.688 -0.384 -1.889
H 2.575 -2.336 -4.536
H 1.459 -0.367 -4.738
H 2.854 0.071 -3.771
H -0.662 0.514 -4.126
H -1.814 1.395 -1.769
H 2.044 0.049 -0.934
H -0.428 -1.860 -2.156
H 0.954 -2.643 -1.394
H -1.729 -6.907 -3.269
H -0.133 -4.965 -4.048
H 4.666 -5.148 -1.190
```

Values from the calculation:
Highest occupied orbital energy ... -0.01063 Ha
Molecular weight ... 854.8 g mol⁻¹
Net charge ... -2
E ... -248178.7327 eV

Results of the natural (NBO) charge analysis, in e, for atoms 1 through 8: atom 1 (Al): 1.36, atom 2 (S): -0.28, atom 3 (C): -0.23, atom 4 (C): -0.22, atom 5 (C): -0.27, atom 6 (C): -0.26, atom 7 (C): -0.29, atom 8 (C): -0.09